(1)
30
Properties=species:S:1:pos:R:3 method="wB97M-V/def2-TZVPD" orbital_gap_ev="6.22 / 6.17" spin_multiplicity=2 total_charge=+2 largest_force_ha_per_bohr=0.028 e_homo_ha="-0.576 / -0.577" lumo_energy_ha="-0.3477 / -0.3502"
C 0.089 -4.684 2.728
H -2.165 4.071 -1.919
H 3.703 2.526 -1.522
F 0.097 -5.303 0.490
C 0.072 -4.353 1.391
C 2.290 1.243 -1.318
F -0.007 -1.379 4.228
O 2.004 0.058 -1.125
F 0.129 -5.937 3.117
C 0.029 -3.000 0.970
H 2.130 4.120 -1.836
Ru -0.013 -0.460 -1.017
O -2.050 0.054 -1.206
O 3.537 1.586 -1.355
C -1.215 3.568 -1.800
F 0.077 -3.962 4.943
N -0.001 1.572 -1.403
H -0.008 5.319 -2.094
C -1.160 2.209 -1.548
O -3.480 1.741 -1.547
C 1.162 2.216 -1.502
F -0.040 -0.717 1.594
H -4.175 1.063 -1.464
C 0.062 -3.664 3.679
S 0.016 -2.653 -0.687
C 1.198 3.577 -1.751
C -2.293 1.247 -1.418
C -0.009 4.255 -1.898
C 0.018 -2.311 3.301
C 0.002 -2.003 1.971

(2)
36
Properties=species:S:1:pos:R:3 method="wB97M-V/def2-TZVPD" orbital_gap_ev=5.04 total_charge=0 largest_force_ha_per_bohr=0.325 e_homo_ha=-0.245 lumo_energy_ha=-0.0594
O -2.288 0.685 1.207
O -3.426 1.725 2.521
C -2.673 1.790 1.598
H -3.303 -1.333 -0.400
H 2.958 -0.920 2.777
H -0.366 0.513 -0.053
H 1.919 0.389 2.198
C 1.189 -0.371 -1.592
H -0.437 1.558 1.282
H 1.627 -2.405 1.345
H -1.486 0.147 -2.322
O -1.980 2.764 1.491
H -1.121 -0.013 -0.622
C 2.546 -0.383 -2.376
C -1.942 0.065 -1.336
Br -0.233 0.202 -2.864
Na -1.259 1.948 0.130
H 0.980 -1.137 0.431
Br 0.566 -1.288 3.763
Br 2.390 -1.771 -3.832
Br 3.571 -1.157 0.008
H -3.652 -0.875 -2.089
Na -0.862 0.539 2.214
Br -1.852 -2.674 -2.261
B 0.213 0.848 0.794
H 1.164 1.268 0.505
C 1.970 -0.684 2.382
H 1.181 0.352 -0.777
H 2.871 0.486 -2.947
C -2.865 -1.121 -1.376
H 3.430 -0.622 -1.785
C 1.862 -1.392 1.019
H 0.385 -0.019 1.413
Na 0.713 2.444 1.845
H 1.025 -1.358 -1.160
Br -2.817 1.800 -1.129

(3)
106
Properties=species:S:1:pos:R:3 method="wB97M-V/def2-TZVPD" orbital_gap_ev=7.70 total_charge=+1 largest_force_ha_per_bohr=0.027 e_homo_ha=-0.387 lumo_energy_ha=-0.1036
C 5.324 0.448 1.755
H -2.796 -4.512 -1.827
C 5.519 -1.530 0.403
C -3.850 3.814 2.351
H 0.914 -5.444 1.846
C 1.193 -6.100 -0.186
H -2.246 -5.366 0.528
C -2.841 1.914 1.253
H 4.016 -1.804 -1.100
H -2.336 -3.611 0.361
N 0.117 0.961 8.010
P -2.121 1.043 -0.199
H 0.014 -1.300 0.491
C -5.427 -1.368 -0.337
H 5.699 1.086 2.545
C 0.102 4.255 0.856
H 1.427 -2.651 -5.442
H 1.065 4.391 1.355
C -3.296 -0.277 -0.559
H 2.157 1.182 -3.699
H 1.261 2.477 2.681
H 1.686 -2.263 -1.198
H -4.236 3.608 4.450
H -2.481 5.037 -4.196
H 2.216 -3.657 0.949
C 0.112 -3.143 0.755
C -1.238 3.162 -1.648
C 6.002 -0.720 1.417
C 1.731 -1.812 -2.178
H -4.363 3.453 -3.931
Si 0.209 2.970 -0.472
Pt 0.140 0.785 0.240
C -3.428 2.372 -2.335
C 4.170 0.795 1.075
H -4.248 4.820 2.296
H 1.404 -3.314 2.469
C -2.951 -1.170 -1.577
C -3.354 1.833 3.616
C 0.843 1.691 3.297
H -4.253 1.677 -2.223
H -3.367 1.289 4.553
C 0.243 0.800 5.416
C -1.773 -4.497 0.069
C 1.537 -2.605 -3.299
H -0.660 4.028 1.608
C -5.092 -2.238 -1.364
C 0.312 -5.599 0.952
C -3.492 3.373 -3.295
H 3.737 5.649 -2.849
N 0.417 0.606 2.655
C -1.323 4.168 -2.612
C 4.332 3.600 -2.580
P 2.193 0.589 -0.814
H -1.397 -5.580 -1.786
C -3.846 3.135 3.558
H 4.666 1.530 -2.150
H 3.645 1.708 1.339
C 3.454 4.678 -2.463
H 1.120 2.746 5.149
H -3.370 3.746 0.260
C 2.228 4.510 -1.841
H -0.170 5.203 0.378
C 1.998 0.119 -3.576
H -1.169 -3.822 -1.890
C 1.801 -0.674 -4.699
H 0.608 -6.292 -1.086
C -3.355 3.205 1.199
H -0.465 -1.246 2.834
C -2.440 4.268 -3.435
H -6.391 -1.446 0.149
C -1.778 -4.614 -1.449
C 1.463 -3.022 1.418
C 3.976 2.364 -2.075
H 1.973 -5.379 -0.438
H -2.499 0.209 2.513
H -0.423 -6.363 1.206
C -0.104 -0.382 3.383
H 1.355 -3.666 -3.184
H -0.628 -1.165 5.316
C 1.977 -0.445 -2.302
H 1.577 5.370 -1.725
H 6.907 -0.993 1.944
C -2.858 1.232 2.472
H -1.977 -1.098 -2.048
H -0.502 4.863 -2.754
N -0.561 -2.126 0.300
C 0.172 0.893 6.866
C -4.531 -0.384 0.071
N -0.432 -4.379 0.647
H -3.588 -2.819 -2.785
C 2.728 2.195 -1.471
H 6.043 -2.439 0.137
H -4.810 0.299 0.862
C 4.363 -1.176 -0.289
C -2.308 2.279 -1.517
C 3.686 -0.008 0.039
C -0.204 -0.337 4.766
C 1.577 -2.036 -4.564
C 0.772 1.840 4.674
H 5.295 3.733 -3.056
H -5.799 -2.993 -1.685
H 1.681 -7.033 0.101
C 1.838 3.253 -1.347
C -3.851 -2.140 -1.985
H 1.827 -0.224 -5.683
H 1.809 -1.989 1.366

(4)
72
Properties=species:S:1:pos:R:3 method="wB97M-V/def2-TZVPD" orbital_gap_ev="7.32 / 7.33" total_charge=+2 largest_force_ha_per_bohr=0.009 e_homo_ha="-0.508 / -0.509" lumo_energy_ha="-0.2389 / -0.2400"
H 3.817 -3.544 0.463
H -0.105 2.977 0.310
H 1.471 -2.065 2.850
C -3.514 -3.923 2.390
C 1.307 2.371 -2.543
H 3.129 3.627 1.769
C -3.484 1.740 -1.514
H 5.174 1.731 0.550
H 3.924 -2.255 -0.731
H -0.031 5.346 1.008
H 3.737 1.132 3.336
I -1.646 0.542 2.203
H -3.950 -4.914 2.407
H 3.465 -0.160 -2.351
C -3.122 5.367 -0.398
H -3.675 -3.648 4.496
H 4.222 1.727 -0.929
H 2.073 0.547 3.315
H 4.065 -1.886 0.999
C 3.549 -2.503 0.263
H 2.149 2.726 -1.947
S -4.427 3.138 -1.573
C -2.091 3.174 -0.526
C -0.469 0.013 -3.336
H -3.745 -5.045 -0.064
H -0.013 -2.737 2.148
H -3.950 6.033 -0.593
C -3.294 -4.060 -0.080
H 1.332 -4.509 -0.760
C -3.116 -3.371 1.154
C -3.165 4.025 -0.779
C -2.541 -2.079 1.127
C 4.354 1.226 0.033
H 2.847 -0.106 -3.993
Si 1.690 -2.378 0.386
C 2.604 -0.412 -2.971
H -1.435 0.350 -2.917
H 1.401 -3.764 2.386
H 0.414 2.913 -2.223
H 1.083 -3.200 -1.902
H 4.663 0.198 -0.158
C 1.077 -2.758 2.106
Ti -1.115 0.156 -0.574
H -0.172 -3.594 -0.710
H 2.452 -1.491 -2.972
N -2.295 1.865 -0.964
C -2.430 -1.392 2.349
H 3.381 -0.480 2.722
C -2.817 -1.918 3.547
C -2.110 -1.520 -0.107
H 1.429 3.217 1.941
C -2.926 -3.501 -1.269
Si 1.092 0.529 -2.402
C 0.902 -3.510 -0.871
Si 2.813 1.325 1.076
H -2.722 -1.368 4.474
H -3.847 0.797 -1.902
C -1.987 5.815 0.242
H -1.927 6.849 0.550
H -3.084 -4.031 -2.197
H 2.100 3.620 0.342
C -2.321 -2.219 -1.270
H -0.517 -1.059 -3.518
H -2.012 -1.817 -2.233
C -0.946 3.635 0.123
C -3.364 -3.218 3.555
C 3.015 0.546 2.762
H -0.440 0.519 -4.306
Si 1.187 -0.051 -0.005
C -0.906 4.957 0.504
H 1.500 2.645 -3.584
C 2.296 3.108 1.286

(5)
67
Properties=species:S:1:pos:R:3 method="wB97M-V/def2-TZVPD" orbital_gap_ev=5.24 total_charge=0 largest_force_ha_per_bohr=0.078 e_homo_ha=-0.241 lumo_energy_ha=-0.0480
H -4.114 -0.549 3.587
C 1.141 1.372 1.008
H -3.503 2.631 3.216
C 1.513 0.048 -2.717
H 3.141 -2.695 0.519
N -1.124 0.433 1.383
C 4.507 1.015 0.006
H 2.085 -0.196 -3.635
H -2.164 -0.002 -4.971
C -0.234 -1.929 -4.148
C -4.126 -0.024 0.826
H 3.700 0.959 2.990
H 2.455 -0.349 3.163
H 2.672 2.836 0.513
H -0.096 0.622 -3.964
C -0.097 1.302 1.756
H 4.175 -0.818 2.925
C -2.475 0.671 -2.908
H 0.269 -3.121 -2.434
H -1.077 1.818 3.570
H -1.911 -2.187 -2.938
N 1.643 0.166 0.448
H -2.578 3.199 1.904
H 4.871 0.537 -0.918
H -4.285 -1.070 1.093
N 0.982 -1.241 -2.006
H 0.361 3.745 3.935
C 0.579 3.144 3.105
C -2.410 -0.435 -3.990
C 1.550 3.489 2.160
H -3.405 -0.878 -4.052
C -3.054 -0.227 3.588
C 3.362 -0.063 2.630
S -2.197 -2.122 -0.589
N -1.485 -1.517 -3.591
H 2.073 4.449 2.257
S 0.267 -2.969 3.016
H -2.819 1.624 -3.287
H -0.293 -2.880 -4.750
H -2.822 0.395 4.443
C 3.864 -1.906 0.252
Si 3.389 -0.240 0.794
Ta -0.342 -0.907 -0.163
H 4.153 -1.951 -0.799
As -1.375 -4.547 3.541
H 4.138 2.030 -0.255
H 4.738 -2.150 0.849
H 1.806 -1.696 -1.607
Si -2.837 0.645 1.965
H -3.820 0.036 -0.255
C 0.366 0.925 -3.040
H 0.664 1.916 -3.255
C 1.848 2.586 1.193
S -2.880 -4.337 2.134
S -0.950 0.969 -1.695
H -4.241 2.627 1.598
H 0.230 -1.175 -4.832
C -3.287 2.425 2.160
H 2.247 0.520 -2.041
C -0.285 2.091 2.882
C 0.702 -2.334 -3.011
H -5.175 0.484 0.956
H 5.420 1.208 0.622
H -3.164 0.283 -2.173
H -2.495 -1.180 3.525
H 1.705 -2.651 -3.420
S 0.507 -2.855 0.931

(6)
16
Properties=species:S:1:pos:R:3 method="wB97M-V/def2-TZVPD" orbital_gap_ev=7.91 total_charge=0 largest_force_ha_per_bohr=0.058 e_homo_ha=-0.322 lumo_energy_ha=-0.0316
Cl -3.041 1.387 0.185
H 2.954 -0.847 0.771
H 0.142 2.550 0.728
Cl -3.916 -1.125 -0.345
O 1.271 0.856 0.018
H -0.646 1.671 -0.533
H -0.263 -2.022 -0.974
H 1.991 -2.296 0.125
C -2.942 -0.262 0.592
H 1.451 -1.483 1.739
C 1.896 -1.301 0.692
C 0.387 1.944 -0.146
C -0.108 -0.964 -0.713
H 0.720 2.643 -0.882
H -0.805 -0.267 -1.182
C 0.909 -0.483 -0.075

(7)
12
Properties=species:S:1:pos:R:3 method="wB97M-V/def2-TZVPD" orbital_gap_ev=8.00 total_charge=0 largest_force_ha_per_bohr=0.009 e_homo_ha=-0.262 lumo_energy_ha=0.0320
H -0.488 -0.545 2.005
H 1.174 -0.408 0.753
H 0.487 -1.179 -0.881
C -0.076 -1.138 1.196
C 0.211 -0.522 -0.058
H -0.475 2.035 -1.890
C -0.538 0.715 -0.475
H -1.569 0.367 -0.651
H 0.140 -2.186 1.352
H -0.565 1.424 0.365
H 1.655 0.173 -0.084
O 0.044 1.264 -1.631

(8)
90
Properties=species:S:1:pos:R:3 method="wB97M-V/def2-TZVPD" orbital_gap_ev="5.72 / 5.72" spin_multiplicity=7 total_charge=+1 largest_force_ha_per_bohr=0.042 e_homo_ha="-0.349 / -0.349" lumo_energy_ha="-0.1391 / -0.1385"
H 0.931 -6.530 2.768
H -3.725 -3.612 2.495
H 6.057 -1.708 -1.962
H 2.340 -3.060 2.138
C -2.847 -3.621 3.147
C 1.674 3.066 -2.778
C -1.753 2.522 -1.745
H -0.474 -6.034 1.829
H 1.165 -4.239 3.696
C -1.689 -2.983 2.451
Eu -0.136 -0.437 -0.717
H 5.284 -0.362 -2.788
H -2.300 3.326 -2.220
H 4.550 -2.452 2.453
H 5.682 -4.363 1.319
C 5.007 -3.717 0.762
C 5.646 -0.014 -0.673
H -6.578 0.917 2.820
H -4.833 0.704 2.971
H -5.479 2.213 2.346
H -1.109 5.495 -1.682
C -0.453 5.793 -2.500
C -2.913 -1.041 1.345
H -3.827 -1.395 1.800
C -3.925 1.833 -0.606
H 5.887 -1.887 1.487
N 2.009 -0.530 -0.080
Br 0.713 -3.346 -1.703
Br -2.288 -2.351 -1.976
N 0.485 1.530 -1.566
C 1.775 -2.330 1.573
N -2.011 0.653 -0.176
H -1.183 4.371 -3.951
H -4.029 -3.384 4.954
C 4.897 -2.342 1.422
N -0.496 -1.467 1.224
C -1.141 -3.808 -1.432
H -4.880 4.115 0.659
H 3.895 4.093 -1.483
H 2.539 4.359 -4.223
H -4.592 3.064 -2.207
H 6.990 -0.266 -2.356
C 2.526 -1.479 0.771
H -3.404 -1.868 4.303
H -6.370 1.005 0.331
C -4.252 0.838 0.270
C 2.911 1.196 -1.569
C -5.620 1.133 2.351
H -2.626 -4.674 3.335
H -0.902 6.649 -3.000
H 4.440 5.135 -2.800
C -3.175 -2.921 4.466
C -4.623 4.233 -0.392
C -0.386 2.476 -2.040
H 0.491 6.113 -2.060
H 3.560 3.023 -3.759
H 4.036 -4.209 0.709
C 6.017 -0.622 -2.024
H 0.419 4.971 -4.293
H 6.394 -0.290 0.072
H 1.119 -5.386 1.440
H 3.835 1.598 -1.962
C 0.466 -5.688 2.260
C -3.034 0.087 0.533
H -5.845 2.599 -1.088
H -0.435 -4.838 4.029
C 2.858 3.763 -3.365
C 3.042 0.125 -0.679
H -3.589 4.576 -0.440
C 0.378 -2.377 1.751
C -0.365 -3.341 2.523
C -2.505 1.708 -0.891
C 1.744 1.868 -1.961
H -1.293 -3.978 -0.367
C -0.233 4.642 -3.481
H -5.756 -0.505 0.952
H -2.326 -2.967 5.147
C -5.566 0.572 0.929
C -1.757 -1.788 1.641
C 3.567 4.661 -2.353
C 4.296 -0.447 -0.207
H 5.677 1.077 -0.737
H -1.376 -4.674 -2.044
C 3.978 -1.431 0.680
C -4.802 2.915 -1.145
C 0.225 -4.523 3.219
H 5.387 -3.627 -0.255
H 2.900 5.445 -1.998
C 0.361 3.439 -2.826
H -5.258 5.010 -0.812